# 1
13
Properties=species:S:1:pos:R:3:nbo_charge:R:1 method="wB97M-V/def2-TZVPD" relative_energy_ev=2.084 charge=0 smiles=CCN(C)Br homo_lumo_gap_ev="8.13 / 7.97" e_tot_ha=-2747.75453 multiplicity=1
C -1.395 0.886 0.758 -0.6039
C -0.660 -0.120 -0.167 -0.2860
N 0.647 0.220 -0.253 -0.2052
C 1.481 -0.780 -0.901 -0.4476
Br 1.684 0.414 1.874 -0.1333
H -1.186 1.862 0.436 0.2109
H -2.485 0.970 0.665 0.2130
H -0.999 0.805 1.685 0.2210
H -0.966 -1.204 0.211 0.1657
H -1.119 0.013 -1.083 0.2432
H 2.231 -0.299 -1.341 0.2038
H 1.783 -1.452 -0.191 0.2182
H 0.984 -1.313 -1.693 0.2002

# 2
13
Properties=species:S:1:pos:R:3:nbo_charge:R:1 method="wB97M-V/def2-TZVPD" relative_energy_ev=0.000 charge=0 smiles="C/C=N/C.Br" homo_lumo_gap_ev=10.74 e_tot_ha=-2747.83111 multiplicity=1
C -1.047 0.607 -1.529 -0.6647
C -0.388 -0.475 -0.722 0.1395
N 0.090 -0.201 0.434 -0.4412
C 0.628 -1.218 1.271 -0.4336
H -1.121 0.455 -2.650 0.2166
H -2.076 0.560 -1.182 0.2298
H -0.602 1.520 -1.324 0.2369
H -0.376 -1.563 -1.114 0.1425
H 0.365 -2.250 1.043 0.1776
H 1.616 -0.962 1.263 0.2031
H 0.232 -1.054 2.278 0.2010
Br 1.316 2.977 0.929 -0.2270
H 1.362 1.605 1.302 0.2195

# 3
15
Properties=species:S:1:pos:R:3:nbo_charge:R:1 method="wB97M-V/def2-TZVPD" relative_energy_ev=3.887 charge=0 homo_lumo_gap_ev="7.90 / 6.65" e_tot_ha=-3507.81207 multiplicity=1
C -2.198 0.285 0.560 -0.7258
C 2.432 0.572 -0.667 -0.2351
C -0.942 0.472 1.388 -0.2104
O 1.893 -0.787 -0.562 -0.8643
P 0.370 -1.359 -0.452 1.0853
S 0.211 -3.307 -0.458 -0.4180
Br -0.462 -0.309 -2.364 -0.2883
H -2.968 1.116 0.724 0.2249
H -2.051 0.280 -0.542 0.2579
H -2.763 -0.587 0.992 0.2323
H 3.237 0.819 0.017 0.2012
H 1.458 1.198 -0.523 0.1942
H 2.807 0.478 -1.645 0.2062
H -0.498 -0.224 2.027 0.1856
H -0.525 1.354 1.504 0.1543

# 4
16
Properties=species:S:1:pos:R:3:nbo_charge:R:1 method="wB97M-V/def2-TZVPD" relative_energy_ev=2.392 charge=0 homo_lumo_gap_ev="7.97 / 7.86" e_tot_ha=-1510.78156 multiplicity=1
C 1.272 0.619 -1.038 -0.6194
C 0.385 -0.074 1.550 -0.5068
C 0.828 -0.824 -0.705 -0.2851
N 0.079 -1.042 0.486 -0.3573
O -2.243 0.012 -1.700 -1.0451
P -2.070 0.067 -0.276 1.5733
Cl -2.136 1.935 0.392 -0.2555
Cl -3.455 -0.862 0.747 -0.2289
H 0.512 1.248 -0.818 0.2080
H 2.123 0.757 -0.446 0.2094
H 1.374 0.594 -2.025 0.2211
H -0.417 0.016 2.264 0.2225
H 1.194 -0.416 2.340 0.2119
H 0.890 0.902 1.321 0.2000
H 0.184 -1.242 -1.436 0.2231
H 1.481 -1.691 -0.655 0.2289

# 5
14
Properties=species:S:1:pos:R:3:nbo_charge:R:1 method="wB97M-V/def2-TZVPD" relative_energy_ev=3.726 charge=+1 smiles="C/C=[N+](/C)NCl" homo_lumo_gap_ev=9.64 e_tot_ha=-688.42554 multiplicity=1
C -1.590 1.352 -0.053 -0.7303
C -0.872 0.037 -0.196 0.2237
N 0.406 -0.260 -0.029 -0.1168
C 0.724 -1.623 -0.169 -0.4317
N 1.456 0.649 0.194 -0.4350
Cl 3.019 0.029 0.522 0.2308
H -1.136 2.151 0.639 0.2645
H -2.622 1.103 0.302 0.2807
H -1.612 1.916 -1.073 0.2974
H -1.463 -0.999 -0.367 0.2475
H 1.111 -2.003 0.907 0.2619
H 1.558 -1.649 -0.977 0.2582
H -0.200 -2.098 -0.528 0.2351
H 1.222 1.395 0.828 0.4141

# 6
15
Properties=species:S:1:pos:R:3:nbo_charge:R:1 method="wB97M-V/def2-TZVPD" relative_energy_ev=1.548 charge=0 smiles="C=NC.N#CN.Cl" homo_lumo_gap_ev=10.18 e_tot_ha=-743.47656 multiplicity=1
C 0.717 0.970 0.930 -0.0372
N 0.323 0.268 -0.069 -0.4684
C -0.093 0.853 -1.297 -0.4607
H 0.635 2.095 0.849 0.1504
H 0.731 0.474 2.002 0.2052
H -1.038 0.264 -1.442 0.2158
H -0.377 1.881 -1.156 0.1961
H 0.655 0.415 -2.052 0.2235
N 2.887 -1.341 0.805 -0.4077
C 1.959 -1.900 0.435 0.4256
N 0.755 -2.338 0.074 -0.8852
H 0.480 -3.189 0.549 0.3962
H 0.006 -1.615 -0.030 0.4439
Cl 3.829 1.398 -0.674 -0.2744
H 2.629 1.354 -1.399 0.2769

# 7
15
Properties=species:S:1:pos:R:3:nbo_charge:R:1 method="wB97M-V/def2-TZVPD" relative_energy_ev=4.994 charge=0 homo_lumo_gap_ev=8.85 e_tot_ha=-743.34990 multiplicity=1
C -0.563 1.893 -1.202 -0.4528
C 0.066 0.187 0.205 0.3526
C 0.472 -0.124 1.552 -0.3336
H -1.140 2.987 -1.084 0.2278
H -1.125 0.935 -1.760 0.1415
H 0.516 1.994 -1.813 0.1951
H 0.047 0.566 2.167 0.2407
H -0.078 -1.072 1.799 0.2053
H -0.230 -0.770 -1.473 0.3932
H -0.924 -2.727 -0.095 0.3251
H 0.906 -2.340 0.694 0.4001
N -0.297 1.470 0.143 -0.5055
N -0.208 -0.798 -0.556 -0.4262
N 0.186 -2.078 -0.329 -0.6549
Cl 2.373 -0.124 1.752 -0.1083

# 8
15
Properties=species:S:1:pos:R:3:nbo_charge:R:1 method="wB97M-V/def2-TZVPD" relative_energy_ev=0.581 charge=0 homo_lumo_gap_ev=10.13 e_tot_ha=-743.51208 multiplicity=1
H -2.650 0.347 0.097 0.3559
N -1.779 0.536 -0.546 -0.6967
C -0.754 -0.095 -0.103 0.4026
C -0.678 -1.172 1.008 -0.4626
Cl -2.286 -1.716 1.410 -0.0194
N 0.442 0.128 -0.776 -0.2788
C 1.612 0.050 0.176 -0.4325
N 0.536 1.317 -1.552 -0.6583
H -0.082 -1.943 0.648 0.2273
H -0.222 -0.838 1.930 0.2329
H 2.512 0.377 -0.406 0.2377
H 1.745 -0.981 0.486 0.1943
H 1.509 0.589 1.123 0.1811
H 0.058 2.083 -1.055 0.3447
H 0.039 1.319 -2.440 0.3717

# 9
17
Properties=species:S:1:pos:R:3:nbo_charge:R:1 method="wB97M-V/def2-TZVPD" relative_energy_ev=0.000 charge=-2 homo_lumo_gap_ev=7.03 e_tot_ha=-1436.08116 multiplicity=1
C 1.202 -0.840 -0.357 -0.6685
C -0.427 -1.291 1.430 -0.4062
C 0.433 -0.454 0.865 -0.3934
O 1.262 2.319 0.439 -1.1933
O -0.729 3.749 -0.334 -1.1704
O 0.065 1.767 -1.774 -1.1802
Si 0.706 1.298 1.535 1.4675
P 0.353 2.885 -0.848 2.2184
Cl -8.202 -10.082 -5.671 -1.0000
H 0.953 -0.134 -1.150 0.2862
H 2.274 -0.764 -0.173 0.1987
H 0.962 -1.853 -0.683 0.1883
H 1.433 3.646 -1.318 -0.2331
H -0.999 -1.013 2.301 0.1806
H -0.610 -2.286 1.043 0.1755
H -0.517 1.736 2.216 -0.2204
H 1.843 1.320 2.479 -0.2496

# 10
15
Properties=species:S:1:pos:R:3:nbo_charge:R:1 method="wB97M-V/def2-TZVPD" relative_energy_ev=2.035 charge=0 smiles="OP(S)Cl.C=CC" homo_lumo_gap_ev=9.63 e_tot_ha=-1394.06528 multiplicity=1
O -1.314 0.438 1.781 -0.9992
P -1.974 -0.455 0.565 0.9558
S -2.237 1.136 -0.810 -0.3440
Cl -3.806 -0.914 1.278 -0.2752
H -0.371 0.338 1.835 0.5055
H -1.894 0.464 -2.020 0.1734
C 0.773 1.011 -0.691 -0.3827
C 1.292 -0.122 -1.032 -0.2126
C 1.703 -0.972 0.195 -0.6524
H 0.286 1.736 -1.353 0.2107
H 0.718 1.264 0.368 0.1725
H 1.586 -0.430 -2.039 0.2181
H 0.846 -1.520 0.562 0.2126
H 2.545 -1.702 0.238 0.2283
H 1.846 -0.271 1.123 0.1892

# 11
35
Properties=species:S:1:pos:R:3:nbo_charge:R:1 method="wB97M-V/def2-TZVPD" charge=0 homo_lumo_gap_ev="8.48 / 4.61" e_tot_ha=-3920.57898 multiplicity=5 s2=6.007
Ti 1.314 -0.304 -0.281 1.6891
C -2.652 -1.985 0.833 -0.6655
C -2.440 -0.943 -0.319 0.3326
O -1.348 -0.756 -0.874 -0.1691
N -3.683 -0.166 -0.860 -0.5248
H -3.463 -0.051 -1.840 0.4461
H -4.479 -0.762 -0.685 0.4506
C -3.747 1.310 -0.219 -0.3896
H -3.098 -1.662 1.774 0.2715
H -1.790 -2.640 0.961 0.2792
H -3.317 -2.809 0.574 0.2461
H -2.748 1.726 -0.349 0.2629
H -3.963 1.305 0.849 0.2547
H -4.565 1.799 -0.748 0.2319
P 1.776 1.897 -2.830 2.5928
F 1.447 1.966 -4.379 -0.5880
F 0.562 2.880 -2.716 -0.5895
F 0.581 0.821 -2.609 -0.6132
F 2.067 2.119 -1.226 -0.5804
F 2.884 0.689 -3.084 -0.5614
F 2.926 2.954 -3.162 -0.5669
P 0.059 1.148 2.726 2.6056
F -1.301 0.730 3.548 -0.5768
F -0.072 2.699 3.090 -0.5595
F 1.040 0.743 3.933 -0.5376
F 1.453 1.428 1.791 -0.6104
F 0.103 -0.329 1.970 -0.6298
F -0.831 1.537 1.465 -0.6075
P 3.914 -2.164 0.332 2.5894
F 4.165 -2.971 1.731 -0.5894
F 2.680 -1.525 1.187 -0.6154
F 4.877 -0.961 0.729 -0.5497
F 3.520 -1.328 -1.032 -0.5899
F 5.186 -3.049 -0.204 -0.5648
F 2.943 -3.349 -0.076 -0.5734

# 12
14
Properties=species:S:1:pos:R:3:nbo_charge:R:1 method="wB97M-V/def2-TZVPD" relative_energy_ev=4.771 charge=+1 homo_lumo_gap_ev="8.53 / 8.78" e_tot_ha=-328.08193 multiplicity=1
C 1.388 0.119 -0.701 -0.3225
C 0.590 1.197 -1.476 0.2638
C -0.523 0.415 0.593 0.0841
N -1.577 -0.019 1.411 -0.7904
N 0.347 -0.634 0.142 -0.5461
F 0.988 2.446 -1.208 -0.2939
H 2.120 -0.515 -1.281 0.2645
H 2.018 0.676 -0.111 0.2457
H -0.046 1.005 -2.282 0.1882
H 0.107 1.229 1.097 0.2174
H -2.289 -0.607 1.088 0.3961
H -2.145 0.731 1.883 0.4237
H 0.008 -1.402 -0.436 0.4385
H 0.635 -1.183 0.935 0.4310

# 13
14
Properties=species:S:1:pos:R:3:nbo_charge:R:1 method="wB97M-V/def2-TZVPD" relative_energy_ev=2.895 charge=0 smiles=N[C@H](CF)CS homo_lumo_gap_ev=9.68 e_tot_ha=-671.79612 multiplicity=1
N 0.892 1.663 -0.518 -0.8267
C 0.508 0.622 0.367 -0.1646
C 1.027 -0.763 -0.135 0.0688
F 2.384 -0.981 -0.015 -0.3661
C -0.799 0.384 0.908 -0.5030
S -1.929 -0.551 -0.298 -0.1136
H 0.598 1.441 -1.598 0.3625
H 0.637 2.560 -0.161 0.3658
H 1.146 0.934 1.089 0.2144
H 0.655 -1.461 0.851 0.1485
H 0.643 -1.019 -1.092 0.1809
H -1.111 1.428 1.033 0.2250
H -0.877 -0.063 2.006 0.2413
H -2.939 0.726 -0.441 0.1667

# 14
14
Properties=species:S:1:pos:R:3:nbo_charge:R:1 method="wB97M-V/def2-TZVPD" relative_energy_ev=1.605 charge=0 smiles="N[C@@H](F)S.C=C" homo_lumo_gap_ev=10.35 e_tot_ha=-671.84353 multiplicity=1
N -1.606 1.185 -0.867 -0.8593
C -0.791 2.022 -0.237 0.2589
F -1.009 3.363 -0.430 -0.3820
S -0.832 1.800 1.633 -0.1447
H -2.630 1.003 -0.473 0.4017
H -1.451 0.835 -1.758 0.3971
H 0.269 1.920 -0.431 0.1741
H -0.874 3.149 1.931 0.1575
C 0.345 -1.656 0.628 -0.3759
C 1.474 -1.617 0.008 -0.4043
H -0.187 -2.578 0.738 0.1850
H -0.246 -0.719 0.999 0.1996
H 1.915 -0.617 -0.050 0.1863
H 2.086 -2.460 -0.390 0.2057

# 15
13
Properties=species:S:1:pos:R:3:nbo_charge:R:1 method="wB97M-V/def2-TZVPD" relative_energy_ev=3.310 charge=0 homo_lumo_gap_ev=10.10 e_tot_ha=-560.21142 multiplicity=1
C -0.840 0.929 -0.965 -0.7149
C 1.164 -0.422 0.146 -0.7558
C -0.260 -0.319 -0.290 0.2544
F -0.385 -1.610 -1.788 -0.5885
P -1.442 -1.180 0.888 0.2985
H -1.368 1.572 -0.285 0.2361
H -0.042 1.545 -1.375 0.2170
H -1.577 0.500 -1.746 0.2790
H 1.541 -1.261 -0.472 0.3036
H 1.295 -0.515 1.340 0.2495
H 1.714 0.401 -0.313 0.2235
H -2.417 -1.299 -0.183 0.0183
H -2.051 0.127 1.345 -0.0207

# 16
15
Properties=species:S:1:pos:R:3:nbo_charge:R:1 method="wB97M-V/def2-TZVPD" relative_energy_ev=1.866 charge=0 homo_lumo_gap_ev=9.50 e_tot_ha=-1356.56037 multiplicity=1
C -1.640 2.376 -1.398 -0.7327
C 2.602 -1.528 -0.397 -0.7783
C 0.946 -2.756 1.602 0.0859
F 0.530 -1.484 1.619 -0.3533
P -2.181 0.969 1.212 0.1691
S -1.027 0.918 -0.498 -0.0853
S 2.310 -2.983 0.661 0.3131
H -2.133 1.946 -2.248 0.2183
H -0.954 3.271 -1.693 0.2306
H -2.384 2.710 -0.722 0.2265
H 2.787 -0.785 0.439 0.2452
H 1.689 -1.361 -0.902 0.2370
H 3.465 -1.806 -1.105 0.2487
H -1.221 0.777 2.189 -0.0091
H -2.789 -0.264 1.241 -0.0158

# 17
13
Properties=species:S:1:pos:R:3:nbo_charge:R:1 method="wB97M-V/def2-TZVPD" relative_energy_ev=2.622 charge=0 homo_lumo_gap_ev="6.81 / 7.58" e_tot_ha=-471.41778 multiplicity=1
C -1.304 0.448 -1.155 -0.5491
C 0.635 0.133 1.021 -0.6768
C 0.459 -0.859 -0.096 0.0862
N 1.409 -1.032 -1.032 -0.6921
I 2.803 -2.691 -0.676 0.0696
H -0.708 1.142 -1.710 0.1807
H -1.765 -0.340 -1.718 0.1867
H -1.805 0.787 -0.275 0.1773
H 0.967 1.096 0.634 0.2113
H 1.390 -0.224 1.730 0.2197
H -0.295 0.278 1.566 0.2237
H -0.161 -1.720 0.106 0.1964
H 2.035 -0.232 -1.084 0.3663